# 1
Molecular formula: C5H8O
Method: DFT, the ωB97M-V functional and the def2-TZVPD basis

Each line ends with the Löwdin charge.
Cartesian coordinates (Å):
C 1.4764 -0.2921 0.5417  -0.058
C 0.6363 0.6670 -0.2995  -0.225
C -0.6237 0.1735 -0.9850  -0.138
C -1.1849 -0.8807 -0.0442  -0.136
O -1.2426 0.0792 1.0408  -0.079
C -0.7200 1.0968 0.1890  -0.222
H 1.1766 -0.2869 1.5985  0.091
H 2.5438 -0.0781 0.4832  0.073
H 1.3250 -1.3021 0.1669  0.064
H 1.1821 1.3929 -0.9000  0.134
H -0.8520 0.3242 -2.0334  0.131
H -0.4698 -1.6831 0.1327  0.095
H -2.1645 -1.3260 -0.2204  0.123
H -1.0828 2.1154 0.3297  0.148

Computed properties:
multiplicity = 1
HOMO level = -0.34053 Eh

# 2
Molecular formula: C5H8O
Method: DFT, the ωB97M-V functional and the def2-TZVPD basis

Each line ends with the Löwdin charge.
Cartesian coordinates (Å):
C 0.1031 0.7576 -1.4015  -0.102
C -0.7788 0.4819 -0.1930  -0.194
C 0.2795 -1.6518 0.2483  0.020
C -0.6530 -0.7289 0.6019  -0.294
C 0.3029 0.7473 1.3162  -0.206
O 0.1031 0.8744 2.4952  0.048
H -0.1248 0.1611 -2.2980  0.084
H 0.0140 1.8087 -1.7029  0.078
H 1.1522 0.5385 -1.1654  0.071
H -1.7956 0.8788 -0.3206  0.126
H 1.0575 -2.0684 0.8712  0.064
H 0.3190 -1.8777 -0.8098  0.061
H -1.2874 -0.7195 1.4837  0.125
H 1.3081 0.7979 0.8749  0.119

Computed properties:
multiplicity = 1
HOMO level = -0.30403 Eh

# 3
Molecular formula: C5H8O
Method: DFT, the ωB97M-V functional and the def2-TZVPD basis

Each line ends with the Löwdin charge.
Cartesian coordinates (Å):
O 1.4832 -0.8116 1.4727  0.050
C 0.5299 -0.7198 0.7254  -0.482
C -0.9172 -0.2439 0.8858  -0.071
C -0.6689 0.1904 -0.5740  -0.309
C 0.4012 1.2735 -0.3095  -0.074
C 0.2756 -1.0170 -0.7604  -0.069
H 1.2804 0.7867 0.5477  0.186
H -1.1401 0.5241 1.6259  0.117
H -1.5716 -1.1026 1.0203  0.118
H -1.5083 0.3719 -1.2659  0.143
H 0.9707 1.5080 -1.2099  0.078
H -0.0225 2.1530 0.1781  0.079
H -0.2091 -1.9858 -0.8647  0.118
H 1.0966 -0.9270 -1.4714  0.116

Computed properties:
multiplicity = 1
HOMO level = -0.34949 Eh

# 4
Molecular formula: C5H8O
Method: DFT, the ωB97M-V functional and the def2-TZVPD basis

Each line ends with the Löwdin charge.
Cartesian coordinates (Å):
C -2.0048 0.1447 -0.9816  -0.112
C -0.5807 -0.1334 -0.6437  -0.165
C 0.2325 0.5448 0.1852  -0.328
O -0.0916 1.9140 0.6387  -0.001
C 1.6004 0.1346 0.4992  -0.092
C 1.6783 -1.2504 0.9315  0.045
H -2.4008 1.0577 -0.4723  0.079
H -2.1112 0.2139 -2.1613  0.110
H -2.5707 -0.7910 -0.7050  0.079
H -0.1497 -1.0108 -1.2091  0.124
H 0.7108 2.0359 1.1304  0.050
H 2.4107 0.7586 0.7512  0.076
H 0.6882 -1.9457 0.7420  0.116
H 2.5886 -1.6728 1.2949  0.020

Computed properties:
multiplicity = 1
SMILES = C=C/C(O)=C/C
HOMO level = -0.30484 Eh

# 5
Molecular formula: C5H8O
Method: DFT, the ωB97M-V functional and the def2-TZVPD basis

Each line ends with the Löwdin charge.
Cartesian coordinates (Å):
O 1.6649 1.2812 -0.1176  -0.037
C 0.3395 0.7906 -0.2286  -0.370
C 0.0437 0.0082 1.0499  -0.170
C -1.1058 -0.9103 0.6519  -0.253
C -0.9344 -1.3359 -0.7702  0.057
C 0.0985 -0.4044 -1.2796  -0.179
H 1.7759 2.1010 -0.6119  0.094
H 1.0462 -0.8961 -1.0316  0.133
H -0.3622 1.6231 -0.3787  0.146
H -0.1833 0.6318 1.9151  0.115
H 0.9461 -0.5758 1.2852  0.124
H -1.3175 -1.7378 1.3350  0.104
H -2.0320 -0.3039 0.6162  0.133
H 0.0902 -0.3591 -2.3814  0.103

Computed properties:
multiplicity = 1
HOMO level = -0.30354 Eh

# 6
Molecular formula: C5H8O
Method: DFT, the ωB97M-V functional and the def2-TZVPD basis

Each line ends with the Löwdin charge.
Cartesian coordinates (Å):
C 1.3789 1.2708 -1.5291  -0.159
C 0.2425 0.2759 -1.8032  -0.205
C -0.5687 -0.1382 -0.7805  -0.168
C -0.8348 -0.8545 1.4215  -0.230
C -0.5957 -0.9733 2.7598  -0.008
H 1.5050 2.1628 -2.3704  0.097
H 0.9017 1.7628 -0.4785  0.118
H 2.5621 0.7029 -1.5139  0.137
H 0.0281 -0.1960 -2.8533  0.125
H -1.5245 -0.6849 -1.0952  0.125
H -1.6018 -1.6477 1.0043  0.136
H 0.1135 -0.1852 3.2521  0.090
H -1.0571 -1.7904 3.3734  0.061
O -0.5491 0.2950 0.6131  -0.118

Computed properties:
multiplicity = 1
SMILES = C=CO/C=C\C
HOMO level = -0.33077 Eh

# 7
Molecular formula: C5H8O
Method: DFT, the ωB97M-V functional and the def2-TZVPD basis

Each line ends with the Löwdin charge.
Cartesian coordinates (Å):
C -1.8007 1.0101 0.3066  0.159
O -2.1059 -0.7360 0.5526  0.062
C -1.0605 -0.0550 0.7646  -0.476
C 0.3284 -0.5367 1.0274  -0.110
C 1.2301 0.0202 -0.1005  -0.227
C 0.4532 0.0234 -1.4185  -0.117
H -2.3955 1.5704 1.0212  0.053
H -0.4998 0.5404 -1.2910  0.029
H 0.3222 -1.6341 1.0298  0.127
H 0.6426 -0.1975 2.0215  0.124
H 2.1411 -0.5888 -0.1703  0.108
H 1.5582 1.0318 0.1611  0.109
H 0.2482 -1.0015 -1.7403  0.087
H 0.9643 0.5581 -2.2124  0.073

Computed properties:
multiplicity = 1
HOMO level = -0.31907 Eh

# 8
Molecular formula: C5H8O
Method: DFT, the ωB97M-V functional and the def2-TZVPD basis

Each line ends with the Löwdin charge.
Cartesian coordinates (Å):
O -1.0458 -1.6963 1.0800  0.006
C 0.0740 -1.0469 0.5410  -0.416
C 0.0926 -0.8165 -0.9741  -0.073
C 0.6253 0.5980 -0.6723  -0.330
C -0.4281 1.5657 -0.3869  0.002
C 0.3768 0.3637 0.8059  -0.116
H -1.3702 -1.1803 1.8357  0.102
H 1.2315 -1.0993 0.8789  0.195
H -0.9197 -0.8400 -1.3967  0.122
H 0.7494 -1.4520 -1.5649  0.105
H 1.5895 0.8948 -1.0441  0.126
H -1.4560 1.4499 -0.7558  0.079
H -0.1403 2.6018 -0.1775  0.074
H 0.6209 0.6575 1.8308  0.122

Computed properties:
multiplicity = 1
SMILES = O[C@H]1C[C@H]2C[C@H]21
HOMO level = -0.30411 Eh

# 9
Molecular formula: C5H8O
Method: DFT, the ωB97M-V functional and the def2-TZVPD basis

Each line ends with the Löwdin charge.
Cartesian coordinates (Å):
C 1.1153 1.1948 -0.8944  -0.054
C 0.1621 0.0078 -0.8402  -0.486
O 0.8579 -1.1779 -0.5789  -0.124
C -1.3072 -1.2413 0.7798  0.016
C -0.4629 -0.6006 1.5583  -0.044
C -0.8949 0.0690 0.2707  -0.218
H 1.8230 1.0724 -1.7220  0.078
H 1.6925 1.2485 0.0365  0.080
H 0.5779 2.1404 -1.0285  0.076
H -0.4257 -0.0226 -1.7748  0.145
H -2.0415 -2.0241 0.7230  0.114
H -0.3536 -0.4360 2.6090  0.101
H 0.8818 -1.1109 0.6031  0.184
H -1.6248 0.8805 0.2582  0.132

Computed properties:
multiplicity = 1
SMILES = C[C@@H](O)C1C=C1
HOMO level = -0.36000 Eh

# 10
Molecular formula: C5H8O
Method: DFT, the ωB97M-V functional and the def2-TZVPD basis

Each line ends with the Löwdin charge.
Cartesian coordinates (Å):
C -1.4509 -0.8572 -0.4348  -0.090
C -1.1341 0.5872 -0.4077  -0.057
C 0.0491 1.1007 0.1873  -0.243
C 1.2482 0.3128 -0.3332  -0.064
C 1.8432 -0.4267 0.6973  -0.327
O 1.3635 -0.4631 1.8622  -0.064
H -0.7498 -1.3955 0.2108  0.083
H -2.4860 -0.9965 -0.1009  0.085
H -1.4007 -1.2945 -1.4412  0.090
H -1.8838 1.2699 -0.8168  0.111
H 0.1831 0.6785 1.2794  0.151
H 0.0945 2.1869 0.1779  0.117
H 1.5387 0.2520 -1.3752  0.092
H 2.7851 -0.9544 0.4947  0.115

Computed properties:
multiplicity = 1
HOMO level (spin up / spin down) = -0.27578 / -0.30741 Eh

# 11
Molecular formula: C5H8O
Method: DFT, the ωB97M-V functional and the def2-TZVPD basis

Each line ends with the Löwdin charge.
Cartesian coordinates (Å):
O 0.2531 1.7640 -0.5862  -0.044
C -0.1130 1.1513 0.6150  -0.333
C -0.9784 -0.0425 0.4439  -0.117
C -0.3932 -0.6654 -0.9642  -0.100
C 0.9352 -0.9697 -0.1981  -0.153
C 0.4322 -0.2063 0.9965  -0.199
H -0.5943 1.9271 -1.0339  0.108
H -0.2623 1.8693 1.4291  0.146
H -1.8725 -0.1665 1.1175  0.141
H -0.1050 -0.1258 -1.9237  0.118
H -0.9754 -1.5295 -1.2801  0.087
H 1.0320 -2.0472 -0.0414  0.106
H 1.8809 -0.5710 -0.5922  0.110
H 0.7606 -0.3877 2.0176  0.130

Computed properties:
multiplicity = 1
SMILES = O[C@H]1[C@H]2CC[C@@H]12
HOMO level = -0.35314 Eh

# 12
Molecular formula: C5H8O
Method: DFT, the ωB97M-V functional and the def2-TZVPD basis

Each line ends with the Löwdin charge.
Cartesian coordinates (Å):
C 1.8766 -0.4645 -0.0991  -0.084
C 0.5410 0.2487 -0.1266  -0.244
C -0.7158 -0.4583 -0.4042  -0.372
C -1.9914 0.1340 -0.1789  -0.050
C -0.6224 1.1607 1.4148  -0.058
O -0.3345 1.0045 2.5221  0.076
H 2.2063 -0.5915 0.9523  0.084
H 1.8803 -1.4781 -0.5610  0.086
H 2.5986 0.1656 -0.6478  0.074
H 0.5920 1.3114 -0.3105  0.089
H -0.4041 -0.0988 -1.4291  0.170
H -0.6130 -1.5451 -0.3551  0.130
H -2.1687 1.1472 -0.5192  0.047
H -2.8449 -0.5358 -0.2577  0.052

Computed properties:
multiplicity = 1
HOMO level (spin up / spin down) = -0.26878 / -0.27394 Eh

What total energy values result from the calculations? In sequence: -7359.693 -7358.235 -7359.486 -7359.446 -7358.365 -7357.978 -7357.984 -7358.041 -7358.227 -7358.412 -7359.393 -7357.173 eV.
What energy above the lowest of the compared OMol25 structures with the same formula, charge and spin values result from the calculations? In sequence: 247.21 387.87 267.19 271.06 375.37 412.66 412.10 406.59 388.69 370.78 276.20 490.40 kJ/mol.